The following is a DFT calculation (ωB97M-V/def2-TZVPD) of a cluster of 9 separate species, C38H66F2O11S2 in total at a distorted geometry.

```
119
Properties=species:S:1:pos:R:3:forces:R:3:mulliken_spin:R:1
C -22.094 -4.774 24.373 -0.86 0.28 0.05 -0.016
C -21.378 -3.914 23.375 0.78 1.16 0.54 0.036
C -21.534 -4.639 22.070 0.91 0.13 0.64 0.032
O -21.598 -6.007 22.463 -0.07 0.09 -2.02 -0.067
C -21.887 -6.148 23.819 0.25 -0.94 0.63 -0.019
H -23.148 -4.514 24.270 -0.22 -0.06 0.68 -0.003
H -21.699 -4.693 25.386 -0.41 0.21 0.01 -0.087
H -20.334 -3.852 23.684 0.24 0.00 -0.29 0.006
H -21.749 -2.890 23.327 -0.08 0.03 0.08 -0.074
H -20.639 -4.451 21.477 -0.05 -0.39 -0.24 0.048
H -22.378 -4.241 21.506 -0.48 -0.57 -0.05 0.022
H -21.041 -6.638 24.301 0.23 -0.08 0.10 -0.012
H -22.731 -6.827 23.941 -0.24 0.08 0.06 0.232
C -16.576 -8.450 18.684 0.63 0.13 -1.86 -0.024
C -16.931 -9.427 19.750 -0.53 -0.12 1.17 0.011
C -15.635 -10.125 20.078 0.22 0.48 -1.30 0.035
O -14.666 -9.060 19.933 0.65 0.03 0.02 -0.023
C -15.104 -8.100 18.953 -1.23 -0.01 0.47 0.009
H -17.156 -7.528 18.646 -0.29 -0.21 0.22 0.028
H -16.667 -8.905 17.698 -0.09 -0.13 -0.14 0.011
H -17.683 -10.152 19.437 -0.31 0.30 0.32 -0.013
H -17.207 -8.819 20.611 -0.55 -0.44 0.30 -0.024
H -15.488 -10.911 19.337 0.40 -0.04 -0.50 0.007
H -15.552 -10.685 21.009 0.04 0.83 0.42 0.002
H -14.498 -8.010 18.051 0.28 -0.78 -0.01 0.002
H -15.159 -7.072 19.309 0.70 -0.06 0.93 -0.005
C -21.978 -10.496 23.042 0.11 0.66 1.61 0.647
C -21.078 -9.499 22.317 -0.23 1.01 -0.75 -0.583
C -20.518 -10.274 21.165 -0.28 -1.28 0.08 0.530
O -21.524 -11.240 20.948 -0.50 -1.10 -1.95 0.212
C -22.042 -11.725 22.159 -0.13 1.01 0.30 -1.203
H -22.972 -10.066 23.163 -0.01 0.01 0.07 0.064
H -21.608 -10.681 24.051 -0.07 -0.27 0.03 0.076
H -20.310 -8.925 22.836 -0.18 -0.24 0.49 -0.047
H -21.742 -8.784 21.830 0.06 0.42 0.22 0.070
H -19.623 -10.854 21.389 0.64 0.43 0.08 -0.038
H -20.433 -9.709 20.237 0.29 0.03 0.06 -0.042
H -21.470 -12.550 22.585 0.13 -0.26 -0.17 -0.053
H -23.089 -11.987 22.010 0.28 -0.39 -0.19 0.114
C -25.795 -7.184 23.048 -0.54 -0.01 2.02 0.516
C -27.084 -6.828 22.383 -0.85 0.70 -0.46 0.001
C -26.882 -7.476 21.040 -0.08 -0.07 -0.26 0.230
O -25.479 -7.471 20.763 0.10 0.82 0.18 -0.127
C -24.771 -7.118 21.976 0.16 -0.91 -0.74 -0.114
H -25.934 -8.164 23.505 0.49 -0.11 0.05 -0.197
H -25.640 -6.431 23.821 0.44 -0.31 0.34 -0.019
H -27.217 -5.746 22.392 0.11 0.19 -0.55 -0.013
H -27.995 -7.207 22.846 0.17 -0.26 0.28 -0.109
H -27.423 -7.004 20.220 0.05 -0.06 -0.08 0.011
H -27.213 -8.505 21.176 -0.05 -0.26 -0.44 -0.040
H -24.306 -6.132 21.991 -0.05 0.26 -0.71 0.006
H -23.970 -7.854 22.045 0.10 0.04 0.33 0.083
C -20.934 -5.106 18.804 -0.42 -0.01 1.81 0.048
C -21.659 -6.480 19.000 0.98 -0.26 0.16 -0.102
C -21.302 -7.175 17.692 -0.34 0.72 0.61 0.048
O -21.329 -6.097 16.781 -0.57 -0.11 -2.09 -0.018
C -20.852 -4.877 17.324 0.20 -0.61 -0.40 0.000
H -19.958 -5.130 19.290 0.18 -0.24 -0.18 0.025
H -21.469 -4.343 19.368 -0.11 0.20 -0.39 -0.006
H -22.738 -6.444 19.152 0.02 0.39 -0.20 -0.006
H -21.249 -7.013 19.858 -0.01 0.07 0.14 0.005
H -22.020 -7.937 17.390 -0.09 0.20 -0.17 0.009
H -20.322 -7.652 17.725 0.34 0.03 0.05 0.001
H -21.399 -4.008 16.959 -0.76 -0.31 0.02 0.004
H -19.866 -4.694 16.897 0.56 -0.14 0.50 -0.016
O -29.278 -14.250 20.907 0.04 -0.67 -0.05 -0.080
S -28.492 -14.911 21.900 2.33 0.20 0.98 0.117
O -27.845 -16.220 21.722 -1.63 1.99 0.10 -0.087
O -27.294 -13.820 22.235 -2.70 -0.73 -1.77 -0.378
C -26.333 -14.240 23.140 0.81 -0.32 1.20 0.589
C -25.110 -13.479 22.788 1.61 0.24 -0.20 0.267
C -29.303 -14.756 23.488 -0.42 -0.17 0.00 0.317
H -26.249 -15.325 23.085 0.50 0.02 -0.02 0.009
H -26.628 -13.983 24.158 -0.20 0.03 0.19 -0.090
H -25.224 -12.398 22.871 -0.47 0.04 -0.04 0.162
H -24.774 -13.698 21.774 -0.15 -0.05 -0.11 0.147
H -24.256 -13.692 23.431 -0.07 -0.33 0.25 -0.117
H -28.672 -15.137 24.290 0.05 -0.10 -0.22 -0.081
H -30.276 -15.247 23.508 0.15 -0.18 -0.21 -0.038
H -29.464 -13.687 23.631 0.09 0.00 -0.11 -0.089
O -16.982 -13.556 19.707 -0.23 -0.76 0.01 0.032
S -16.692 -14.971 19.696 -0.69 0.31 -0.84 -0.129
O -15.898 -15.490 20.775 -0.53 -0.35 -0.90 0.015
O -18.087 -15.881 19.614 3.16 0.23 0.95 -0.012
C -19.247 -15.298 19.095 -1.06 0.99 -0.65 0.023
C -19.943 -14.412 20.097 -0.64 -0.27 0.07 0.106
C -15.958 -15.354 18.056 -0.81 -1.23 0.88 -0.065
H -19.907 -16.120 18.819 0.17 -0.19 0.13 -0.050
H -19.020 -14.777 18.164 0.03 0.23 -0.12 0.050
H -19.517 -13.418 20.235 0.07 -0.18 -0.05 0.047
H -19.984 -14.947 21.045 0.15 0.14 0.16 0.001
H -20.984 -14.329 19.785 -0.06 0.35 -0.07 -0.008
H -16.308 -16.368 17.864 0.31 -0.27 0.18 0.039
H -14.874 -15.373 18.159 -0.17 0.42 -0.16 0.021
H -16.404 -14.803 17.227 0.31 0.70 0.45 0.023
F -17.439 -12.360 13.610 0.31 -0.23 -0.43 -0.024
C -18.064 -12.175 14.772 -0.10 0.88 1.74 -0.020
C -19.436 -11.946 14.782 -0.07 -0.19 -0.88 0.000
C -20.107 -11.648 15.935 -0.38 -0.29 0.57 0.019
C -19.452 -11.638 17.158 -0.04 -0.26 0.68 -0.049
C -18.112 -11.889 17.208 1.89 -0.13 -2.42 0.029
C -17.363 -12.079 15.970 -1.22 -0.01 1.47 0.048
H -20.012 -12.009 13.870 0.18 0.00 -0.25 0.006
H -21.179 -11.521 15.904 -0.06 0.16 -0.05 -0.017
H -19.954 -11.520 18.107 -0.44 0.19 -0.06 0.053
H -17.532 -11.940 18.118 -0.22 0.10 0.12 -0.033
H -16.290 -12.120 16.082 0.11 -0.25 -0.47 0.010
F -17.819 -10.765 23.557 0.59 1.06 -0.30 -0.004
C -18.151 -12.028 23.738 -2.51 -1.77 1.20 -0.110
C -19.226 -12.307 24.604 0.67 0.17 -0.12 0.247
C -19.611 -13.634 24.851 0.51 1.55 -0.67 0.048
C -18.969 -14.617 24.135 0.79 -1.06 -0.50 0.266
C -17.931 -14.380 23.199 -1.33 0.90 1.79 -0.152
C -17.561 -13.040 23.037 1.24 -0.54 -0.93 0.234
H -19.684 -11.435 25.048 -0.23 -0.12 0.33 0.018
H -20.400 -13.872 25.550 -0.06 0.05 -0.01 -0.312
H -19.257 -15.633 24.361 0.02 -0.25 -0.21 -0.020
H -17.437 -15.232 22.756 0.10 0.31 -0.33 -0.064
H -16.768 -12.734 22.370 0.18 -0.26 -0.25 0.003
```
Forces are in eV/Å.

## Properties
Spin multiplicity: 2
Orbital gap (alpha / beta) in eV: 1.18 / 9.12
LUMO energy (alpha / beta) in eV: 1.831 / 1.896
Total charge: -1

The following is a DFT calculation (ωB97M-V/def2-TZVPD) of a structure of composition C38H66FeN2O12 at a distorted geometry.

```
119
Properties=species:S:1:pos:R:3:forces:R:3:mulliken_spin:R:1
Fe 0.669 -0.284 -1.297 -2.05 -0.65 -1.20 3.723
C 2.394 0.401 2.562 1.92 0.80 -1.35 -0.019
C 1.852 1.788 2.266 -0.18 -0.11 -0.57 -0.035
C 2.811 2.833 2.887 0.68 -0.07 -2.79 -0.001
C 2.742 4.139 2.070 -1.48 0.50 1.33 -0.013
C 3.158 3.961 0.656 -0.33 -2.45 -0.79 0.016
C 2.088 3.084 -0.117 1.56 0.20 -0.11 -0.052
N 1.843 1.862 0.690 -0.50 -1.17 0.72 0.594
O 1.300 0.823 0.083 1.16 2.61 2.56 0.369
C 2.685 2.625 -1.478 -0.93 0.19 0.75 0.027
C 0.770 3.787 -0.268 -0.19 -0.66 -1.81 0.028
C 0.424 1.988 2.841 1.02 -0.28 -0.87 0.030
H 1.755 -0.364 2.208 -0.98 -0.93 0.44 0.006
H 2.783 0.367 3.578 -0.43 -0.43 0.13 0.001
H 3.275 0.276 1.872 -0.42 0.12 0.83 0.000
H 3.853 2.458 2.907 -0.45 0.08 -0.19 0.003
H 2.526 2.978 3.885 -0.52 0.31 1.43 0.000
H 3.279 4.925 2.580 0.35 0.25 0.09 0.000
H 1.669 4.461 2.089 0.78 0.02 0.12 -0.001
H 4.066 3.348 0.650 0.14 0.15 -0.08 -0.008
H 3.380 4.828 0.067 -0.16 0.76 -0.09 0.000
H 3.685 2.309 -1.345 1.30 -0.19 0.36 0.002
H 2.701 3.443 -2.203 -0.40 -0.28 -0.02 -0.001
H 2.184 1.709 -1.789 -0.26 0.62 -0.62 0.003
H 0.420 4.193 0.616 -0.58 0.84 2.01 -0.004
H 0.039 3.039 -0.550 -0.21 0.03 -0.34 0.001
H 0.781 4.592 -0.998 0.20 -0.06 -0.25 -0.001
H 0.014 2.944 2.572 -0.03 0.60 0.10 -0.006
H 0.468 1.866 3.914 -0.04 0.06 0.30 0.000
H -0.255 1.268 2.434 -0.39 -0.59 -0.22 0.001
C -1.404 -3.341 -3.231 1.39 0.35 -0.27 0.000
C -2.220 -3.257 -1.989 -0.26 -0.08 1.79 0.012
C -2.495 -4.664 -1.393 0.84 0.83 0.94 -0.001
C -3.032 -4.513 0.046 -0.44 -0.39 0.06 0.002
C -2.110 -3.697 1.015 -1.05 -1.84 -2.00 0.001
C -1.751 -2.363 0.431 0.83 -0.69 -0.10 -0.018
N -1.284 -2.651 -0.983 0.94 1.73 0.93 -0.016
O -0.823 -1.372 -1.506 -0.47 -1.22 0.22 0.175
C -0.601 -1.826 1.267 0.77 -0.17 -0.08 0.038
C -2.847 -1.374 0.560 -0.79 0.69 -2.46 0.003
C -3.475 -2.390 -2.249 0.37 -0.41 -0.65 -0.007
H -1.669 -4.234 -3.827 0.13 0.76 -0.06 0.001
H -0.344 -3.366 -2.876 -0.64 -0.48 -0.62 -0.004
H -1.481 -2.349 -3.712 -0.04 -0.74 -0.50 0.001
H -1.535 -5.231 -1.324 -0.40 0.57 -0.13 0.000
H -3.108 -5.261 -2.045 -0.70 -0.10 -0.22 0.000
H -3.213 -5.508 0.458 0.37 -0.13 0.15 0.000
H -4.054 -4.104 0.103 0.32 0.28 -0.48 0.000
H -1.234 -4.324 1.198 0.08 0.29 0.32 0.000
H -2.746 -3.587 1.859 0.03 0.23 1.32 -0.001
H -0.698 -1.886 2.354 -0.69 -0.16 -0.06 0.006
H -0.383 -0.808 1.048 -0.05 1.10 -0.20 -0.007
H 0.308 -2.353 1.064 0.72 -0.66 -0.31 -0.023
H -2.600 -0.446 0.003 -0.34 -0.65 -0.03 -0.009
H -3.049 -1.060 1.512 0.18 0.67 2.94 0.000
H -3.804 -1.796 0.295 -0.33 0.04 -0.75 0.000
H -3.163 -1.357 -2.107 -0.13 0.10 -0.04 0.000
H -4.320 -2.620 -1.615 -0.12 -0.04 0.15 0.000
H -3.780 -2.507 -3.303 -0.03 -0.03 0.38 0.000
O 1.831 -4.412 2.861 0.53 -0.18 -0.80 0.000
C 1.220 -4.169 3.856 0.24 0.98 0.22 0.000
O 0.208 -4.903 4.276 -0.38 -0.34 0.83 0.000
C -0.262 -4.431 5.578 -0.79 -0.53 -0.60 0.000
C 0.139 -2.937 5.641 -1.01 -0.87 -0.01 0.000
C 1.419 -2.975 4.769 -0.65 1.80 0.81 -0.001
H 0.066 -5.154 6.332 0.60 0.55 0.06 0.000
H -1.331 -4.599 5.519 -0.28 0.30 0.12 0.000
H 0.158 -2.573 6.699 0.50 -0.22 -1.02 0.000
H -0.698 -2.405 5.127 0.80 -0.13 0.31 0.000
H 2.272 -3.078 5.438 0.31 -0.25 -0.29 0.000
H 1.528 -2.009 4.213 0.15 -1.05 0.19 0.000
O -2.635 2.280 2.742 -0.23 0.96 0.09 0.000
C -2.685 3.475 2.556 0.33 -2.47 -0.74 -0.001
O -2.752 3.962 1.292 -0.07 0.74 0.54 0.000
C -2.607 5.424 1.364 0.13 -1.32 -0.94 0.000
C -2.965 5.806 2.781 0.03 1.20 -0.29 0.000
C -2.611 4.560 3.550 -0.53 0.86 0.85 0.000
H -3.246 5.789 0.568 0.03 0.42 0.03 0.000
H -1.539 5.591 1.125 -0.53 0.35 0.13 0.000
H -4.021 6.134 2.944 0.84 -0.39 -0.38 0.000
H -2.299 6.631 3.008 -0.22 0.32 0.48 0.000
H -3.325 4.431 4.346 -0.19 -0.52 0.32 0.000
H -1.642 4.605 4.035 0.33 -0.14 -0.15 0.000
O -1.280 1.242 -1.494 -0.52 0.61 0.40 0.071
C -1.895 2.108 -2.061 0.86 -0.50 -1.17 -0.014
O -1.254 2.820 -3.053 -1.37 0.27 0.35 -0.003
C -2.236 3.743 -3.682 2.03 0.39 0.59 0.000
C -3.243 3.983 -2.565 -0.37 -0.89 0.14 0.000
C -3.341 2.563 -1.925 0.06 0.60 0.27 0.001
H -2.573 3.238 -4.575 -0.65 -0.13 -0.13 0.000
H -1.620 4.617 -4.020 -0.77 -0.59 0.50 0.000
H -4.192 4.392 -2.913 0.11 -0.08 0.08 0.000
H -2.822 4.614 -1.786 0.11 0.42 -0.22 0.000
H -4.044 1.931 -2.472 0.38 -0.20 -0.18 0.000
H -3.660 2.515 -0.867 0.32 0.27 -0.50 0.000
O 2.343 -1.354 -1.118 0.48 -0.15 -0.13 0.042
C 2.812 -2.397 -0.737 0.47 -1.61 0.64 0.017
O 4.016 -2.396 -0.121 -0.91 0.05 -1.05 0.001
C 4.426 -3.740 0.182 0.51 -0.74 0.16 0.000
C 3.538 -4.702 -0.660 -0.31 0.71 0.68 -0.001
C 2.234 -3.840 -0.747 0.28 0.39 0.57 -0.007
H 4.240 -3.881 1.232 -0.20 -0.15 0.51 0.000
H 5.530 -3.792 0.053 -0.86 -0.07 -0.34 0.000
H 3.389 -5.681 -0.177 -0.02 0.56 0.03 0.000
H 4.020 -4.899 -1.598 -0.03 0.09 -0.74 0.000
H 1.742 -3.915 0.243 0.21 0.03 -0.18 0.000
H 1.392 -4.059 -1.444 1.08 0.35 0.05 0.002
O 0.790 0.200 -3.323 0.01 -0.21 -0.80 0.031
C 1.263 -0.073 -4.410 -1.34 1.72 -0.70 0.032
O 2.417 -0.636 -4.557 1.55 -1.12 0.63 0.006
C 2.940 -0.572 -5.903 -0.73 0.35 -0.61 0.000
C 2.081 0.556 -6.545 0.18 -0.68 0.93 0.001
C 0.746 0.310 -5.819 -0.08 0.68 0.40 0.002
H 2.812 -1.549 -6.406 -0.04 0.45 0.35 0.000
H 3.992 -0.345 -5.802 0.14 0.03 -0.07 0.000
H 1.965 0.420 -7.607 0.23 0.25 -0.39 0.000
H 2.503 1.541 -6.262 -0.28 -0.48 -0.43 0.000
H 0.259 -0.581 -6.218 -0.08 -0.02 -0.08 0.001
H 0.040 1.170 -5.900 0.57 -0.78 0.56 -0.001
```
Forces are in eV/Å.

## Properties
Spin multiplicity: 6
Orbital gap (alpha / beta) in eV: 7.50 / 6.45
LUMO energy (alpha / beta) in eV: -1.418 / -2.532
Total charge: +1

The lowest spin multiplicity belongs to which entry? C38H66F2O11S2

Among the records above, which one has the lowest spin multiplicity? C38H66F2O11S2

What is the total charge in the first record? -1

The highest total charge belongs to which entry? C38H66FeN2O12